Record 1
This record from the OMol25 dataset describes C18H29N2O5P2RuS as an isolated structure at a distorted geometry. The level of theory is ωB97M-V/def2-TZVPD.

Element x y z (Å)
1 C -1.26 -1.91 -4.24
2 C -1.16 -1.14 -3.04
3 N -0.06 -1.33 -2.22
4 C 0.94 -2.18 -2.58
5 C 0.86 -2.96 -3.74
6 C -0.26 -2.82 -4.57
7 C -2.19 -0.24 -2.62
8 P -1.84 0.84 -1.24
9 Ru 0.12 -0.15 -0.44
10 P 1.91 -1.52 -0.02
11 C 2.20 -2.16 -1.74
12 O -3.29 -2.47 -1.09
13 O -1.19 -3.84 -0.05
14 H -2.13 -1.77 -4.89
15 H 1.68 -3.64 -3.99
16 H -0.35 -3.41 -5.49
17 C -1.63 2.58 -1.79
18 C -3.35 0.92 -0.18
19 H 2.69 -3.15 -1.74
20 H 2.92 -1.46 -2.21
21 H -2.96 -1.69 -1.62
22 H -2.99 0.00 -3.33
23 C 3.49 -0.73 0.47
24 C 1.78 -3.01 1.03
25 H -0.98 -0.81 0.59
26 H -1.60 -3.99 0.81
27 H -1.93 -3.39 -0.56
28 H -3.85 -2.96 -1.72
29 H 0.97 0.82 -1.12
30 H -0.68 -1.55 0.05
31 H -2.54 2.94 -2.31
32 H -1.44 3.22 -0.91
33 H -0.78 2.63 -2.48
34 H -4.18 1.39 -0.73
35 H -3.63 -0.10 0.10
36 H -3.12 1.51 0.72
37 H 2.69 -3.64 0.97
38 H 1.62 -2.70 2.08
39 H 0.90 -3.58 0.68
40 H 4.34 -1.44 0.44
41 H 3.69 0.12 -0.19
42 H 3.38 -0.34 1.50
43 O -2.53 2.67 3.69
44 S -1.50 3.28 2.87
45 O -1.99 4.13 1.78
46 N -1.02 1.88 1.92
47 C 0.23 1.52 2.05
48 O 0.74 0.51 1.40
49 C 1.01 2.40 2.94
50 C 2.37 2.32 3.24
51 C 2.94 3.27 4.07
52 C 2.16 4.31 4.60
53 C 0.79 4.39 4.30
54 C 0.24 3.43 3.46
55 H 2.97 1.51 2.82
56 H 4.01 3.22 4.31
57 H 2.62 5.06 5.25
58 H 0.18 5.20 4.69

Output
Max |F|   6.44 eV/Å
Spin multiplicity   6
LUMO (spin up / spin down)   0.40 / -2.89 eV
Expectation value of S²   8.799
Frontier orbital gap (spin up / spin down)   5.011 / 5.844 eV

Record 2
This record from the OMol25 dataset describes a 3-piece molecular cluster, C18H29N3O4 overall at a distorted geometry. The level of theory is ωB97M-V/def2-TZVPD.

Element x y z (Å)
1 C 0.27 -0.46 2.82
2 C 0.70 0.48 1.65
3 C 1.33 -0.07 0.42
4 C 1.77 0.78 -0.74
5 C 1.60 2.24 -0.67
6 C 0.97 2.80 0.53
7 C 0.50 1.96 1.68
8 C -0.21 2.70 2.89
9 C -1.43 3.54 2.34
10 C -1.21 5.05 2.69
11 N -0.94 6.16 2.78
12 C -2.85 3.05 2.87
13 C -3.09 3.43 4.36
14 N -3.54 3.85 5.32
15 C -3.00 1.47 2.64
16 C -4.55 1.15 2.47
17 N -5.03 1.53 1.10
18 H 0.93 -1.37 2.90
19 H -0.77 -0.82 2.61
20 H 0.32 0.04 3.84
21 H 1.50 -1.18 0.32
22 H 2.25 0.36 -1.66
23 H 1.91 2.95 -1.48
24 H 0.80 3.90 0.65
25 H 0.56 3.43 3.27
26 H -0.48 1.95 3.68
27 H -1.50 3.47 1.21
28 H -3.61 3.51 2.17
29 H -2.53 1.19 1.64
30 H -2.53 0.87 3.47
31 H -4.72 0.04 2.60
32 H -5.13 1.74 3.23
33 H -5.99 1.87 1.25
34 H -5.13 0.69 0.52
35 C 4.01 -2.38 -2.80
36 C 5.19 -2.09 -1.90
37 O 5.37 -3.18 -0.99
38 O 2.84 -2.59 -2.01
39 H 3.82 -1.55 -3.49
40 H 4.18 -3.29 -3.38
41 H 5.00 -1.20 -1.29
42 H 6.11 -1.94 -2.47
43 H 5.69 -3.93 -1.50
44 H 3.13 -3.06 -1.22
45 C -0.42 -4.56 -4.59
46 C -0.06 -3.14 -4.98
47 O 0.21 -2.38 -3.81
48 O -1.54 -4.56 -3.72
49 H -0.66 -5.17 -5.46
50 H 0.42 -5.03 -4.05
51 H -0.90 -2.67 -5.49
52 H 0.81 -3.12 -5.64
53 H 1.04 -2.70 -3.44
54 H -1.44 -3.78 -3.15

Output
ΔE to the lowest compared entry with this formula, charge and spin   606.99 kJ/mol
Max |F|   2.86 eV/Å
Spin multiplicity   1
LUMO   0.35 eV
Frontier orbital gap   9.300 eV
Structure (SMILES)   Cc1ccccc1C[C@H](C#N)[C@H](C#N)CCN.OCCO.OCCO

Record 3
This record from the OMol25 dataset describes an isolated molecule of C18H29N5O2S at a distorted geometry. The level of theory is ωB97M-V/def2-TZVPD.

Element x y z (Å)
1 C -5.37 6.89 0.24
2 C -4.87 7.19 1.64
3 H -5.22 8.17 1.96
4 H -5.26 6.44 2.33
5 C -3.34 7.18 1.72
6 C -2.77 5.82 1.50
7 N -3.40 4.72 1.68
8 N -2.68 3.63 1.45
9 C -1.48 3.88 1.06
10 N -0.56 2.92 0.77
11 C 0.70 3.24 0.37
12 O 1.07 4.39 0.26
13 C 1.63 2.07 0.06
14 H 2.64 2.45 0.22
15 C 1.39 0.81 0.90
16 C 0.29 -0.04 0.30
17 O -0.88 0.20 0.59
18 N 0.60 -0.99 -0.59
19 C 1.91 -1.39 -1.05
20 H 2.69 -0.73 -0.68
21 C 2.18 -2.84 -0.61
22 N 1.17 -3.68 -1.21
23 C -0.14 -3.31 -0.70
24 H -0.89 -3.96 -1.15
25 C -0.43 -1.86 -1.11
26 H -1.39 -1.53 -0.71
27 H -0.44 -1.79 -2.20
28 H -0.21 -3.40 0.39
29 C 1.42 -5.11 -1.21
30 C 2.65 -5.48 -2.08
31 H 2.36 -6.22 -2.82
32 H 3.03 -4.61 -2.61
33 C 3.68 -6.08 -1.11
34 H 4.27 -5.29 -0.64
35 H 4.36 -6.76 -1.61
36 C 2.81 -6.77 -0.07
37 H 3.35 -7.01 0.84
38 H 2.40 -7.70 -0.49
39 C 1.68 -5.77 0.17
40 H 0.78 -6.24 0.57
41 H 2.01 -5.02 0.88
42 H 0.53 -5.56 -1.66
43 H 3.16 -3.15 -0.95
44 H 2.16 -2.87 0.49
45 H 1.91 -1.36 -2.15
46 H 1.07 1.09 1.91
47 H 2.32 0.25 1.00
48 H 1.52 1.85 -1.00
49 H -0.89 1.94 0.82
50 S -1.11 5.59 0.96
51 H -3.02 7.52 2.70
52 H -2.92 7.86 0.98
53 H -5.05 5.90 -0.07
54 H -6.46 6.93 0.20
55 H -4.98 7.61 -0.48

Output
ΔE to the lowest compared entry with this formula, charge and spin   30.70 kJ/mol
Max |F|   1.73 eV/Å
Spin multiplicity   1
LUMO   0.49 eV
Frontier orbital gap   9.071 eV
Structure (SMILES)   CCCc1nnc(NC(=O)CCC(=O)N2CCN(C3CCCC3)CC2)s1

Record 4
This record from the OMol25 dataset describes an isolated molecule of C18H29N5O2S at a distorted geometry. The level of theory is ωB97M-V/def2-TZVPD.

Element x y z (Å)
1 C 0.03 5.18 -5.05
2 C -1.30 4.43 -4.99
3 H -1.90 4.82 -4.16
4 H -1.86 4.59 -5.91
5 C -1.10 2.93 -4.79
6 C -0.45 2.63 -3.49
7 N 0.69 2.04 -3.36
8 N 1.09 1.88 -2.10
9 C 0.25 2.36 -1.24
10 N 0.44 2.31 0.11
11 C -0.51 2.73 0.99
12 O -1.56 3.21 0.64
13 C -0.12 2.52 2.44
14 H -0.83 3.09 3.05
15 C -0.18 1.04 2.83
16 C 1.07 0.28 2.40
17 O 1.98 0.84 1.79
18 N 1.15 -1.02 2.74
19 C 0.11 -1.83 3.32
20 H -0.72 -1.23 3.68
21 C -0.37 -2.85 2.28
22 N 0.75 -3.68 1.90
23 C 1.77 -2.86 1.27
24 H 2.61 -3.49 0.97
25 C 2.27 -1.82 2.27
26 H 3.00 -1.15 1.82
27 H 2.71 -2.32 3.13
28 H 1.40 -2.34 0.37
29 C 0.46 -4.91 1.19
30 C -0.35 -5.90 2.07
31 H 0.17 -6.85 2.10
32 H -0.45 -5.53 3.09
33 C -1.70 -6.08 1.36
34 H -2.39 -5.28 1.65
35 H -2.16 -7.04 1.59
36 C -1.34 -5.94 -0.11
37 H -2.21 -5.75 -0.74
38 H -0.85 -6.84 -0.46
39 C -0.35 -4.77 -0.12
40 H 0.29 -4.78 -1.00
41 H -0.90 -3.83 -0.12
42 H 1.43 -5.35 0.97
43 H -1.15 -3.47 2.71
44 H -0.79 -2.29 1.42
45 H 0.54 -2.38 4.17
46 H -1.06 0.58 2.39
47 H -0.26 0.96 3.92
48 H 0.89 2.90 2.61
49 H 1.29 1.86 0.47
50 S -1.18 3.07 -1.95
51 H -0.46 2.52 -5.58
52 H -2.07 2.42 -4.82
53 H 0.63 4.81 -5.88
54 H -0.14 6.24 -5.19
55 H 0.59 5.03 -4.14

Output
ΔE to the lowest compared entry with this formula, charge and spin   13.26 kJ/mol
Max |F|   1.71 eV/Å
Spin multiplicity   1
LUMO   0.55 eV
Frontier orbital gap   9.188 eV
Structure (SMILES)   CCCc1nnc(NC(=O)CCC(=O)N2CCN(C3CCCC3)CC2)s1

Record 5
This record from the OMol25 dataset describes a 2-piece molecular cluster, C18H30BrN5O4 overall at a distorted geometry. The level of theory is ωB97M-V/def2-TZVPD.

Element x y z (Å)
1 O 4.06 0.33 7.14
2 O 0.78 -0.23 2.44
3 Br -4.59 -3.85 -3.63
4 N -1.92 -3.04 -3.85
5 O -4.75 -0.84 -3.17
6 O -0.77 -1.11 4.55
7 C 3.25 -0.39 6.57
8 C 1.75 -0.30 3.18
9 C -0.91 -2.17 -3.84
10 C -3.17 -2.58 -3.62
11 C -2.36 -0.32 -3.37
12 C -3.44 -1.22 -3.38
13 C -1.05 -0.79 -3.58
14 N 2.99 -0.02 2.76
15 N 1.70 1.13 -1.31
16 N 0.06 0.09 -3.52
17 N 2.60 0.07 5.50
18 C 3.02 -1.80 7.06
19 C 3.34 0.38 1.40
20 C -6.60 0.71 -3.05
21 C -5.08 0.56 -3.17
22 C 2.35 0.48 -2.46
23 C 1.41 -0.46 -3.22
24 C 1.01 2.41 -1.54
25 C -0.09 1.55 -3.68
26 C -0.29 2.23 -2.32
27 C 0.19 -0.32 5.21
28 C 1.59 -0.63 4.68
29 H -0.72 -0.89 3.61
30 H 0.08 -2.57 -4.03
31 H -2.52 0.72 -3.16
32 H 3.74 -0.09 3.43
33 H 1.07 0.47 -0.83
34 H 2.79 1.04 5.28
35 H 3.58 -1.95 7.98
36 H 3.36 -2.51 6.31
37 H 1.96 -1.95 7.26
38 H 4.41 0.54 1.31
39 H 3.03 -0.39 0.69
40 H 2.82 1.31 1.15
41 H -7.09 0.22 -3.89
42 H -6.95 0.25 -2.12
43 H -6.87 1.77 -3.05
44 H -4.75 1.03 -4.10
45 H -4.61 1.07 -2.33
46 H 2.75 1.24 -3.14
47 H 3.21 -0.10 -2.10
48 H 1.31 -1.36 -2.60
49 H 1.89 -0.77 -4.16
50 H 1.68 3.09 -2.08
51 H 0.79 2.87 -0.58
52 H 0.78 1.98 -4.19
53 H -0.95 1.77 -4.33
54 H -0.99 1.64 -1.71
55 H -0.73 3.21 -2.48
56 H 0.14 -0.55 6.28
57 H -0.04 0.73 5.06
58 H 1.75 -1.70 4.77

Output
ΔE to the lowest compared entry with this formula, charge and spin   25.20 kJ/mol
Max |F|   2.25 eV/Å
Spin multiplicity   1
LUMO   0.40 eV
Frontier orbital gap   8.208 eV
Structure (SMILES)   CCOc1cc(N2CCCNCC2)cnc1Br.CNC(=O)[C@H](CO)NC(C)=O

Record 6
This record from the OMol25 dataset describes C18H30EuNO4P2 as an isolated structure at a distorted geometry. The level of theory is ωB97M-V/def2-TZVPD.

Element x y z (Å)
1 C 4.20 -0.31 -0.73
2 C 2.85 0.08 -0.66
3 N 2.00 -0.51 0.22
4 C 2.44 -1.54 0.97
5 C 3.79 -1.91 1.00
6 C 4.68 -1.29 0.13
7 C 2.39 1.17 -1.61
8 P 0.85 2.04 -1.13
9 Eu -0.50 0.43 0.76
10 P -0.30 -2.35 1.42
11 C 1.51 -2.30 1.90
12 C -2.87 0.56 -0.11
13 C -3.26 1.75 0.44
14 C -4.64 2.10 0.35
15 C -5.53 1.22 -0.30
16 C -5.08 0.00 -0.83
17 C -3.70 -0.34 -0.73
18 O 1.50 0.21 -4.03
19 O -1.00 -0.06 -3.04
20 H 4.84 0.20 -1.44
21 H 4.10 -2.67 1.71
22 H 5.73 -1.56 0.13
23 C 1.54 3.43 -0.15
24 C 0.25 3.00 -2.57
25 H 1.84 -3.35 1.96
26 H 1.58 -1.87 2.92
27 H 2.21 0.72 -2.65
28 H 3.19 1.93 -1.70
29 C -1.09 -2.55 3.06
30 C -0.41 -4.07 0.82
31 H -2.55 2.43 0.93
32 H -5.01 3.04 0.77
33 H -6.58 1.50 -0.38
34 H -5.79 -0.67 -1.32
35 H -3.32 -1.28 -1.14
36 H -0.94 -0.54 -2.10
37 H -1.96 0.06 -3.20
38 H 0.55 0.01 -3.78
39 H 1.91 -0.64 -4.26
40 H -0.72 -0.98 -0.96
41 H 2.09 4.07 -0.85
42 H 0.72 4.00 0.30
43 H 2.20 3.06 0.64
44 H 1.05 3.64 -2.96
45 H -0.13 2.33 -3.35
46 H -0.59 3.64 -2.22
47 H -0.20 -4.75 1.65
48 H -1.44 -4.23 0.45
49 H 0.30 -4.22 0.01
50 H -0.85 -3.55 3.46
51 H -0.79 -1.77 3.77
52 H -2.18 -2.49 2.89
53 O 0.46 2.13 4.82
54 C 0.29 1.32 3.92
55 O 0.13 1.54 2.64
56 H 0.26 0.22 4.15

Output
ΔE to the lowest compared entry with this formula, charge and spin   0.00 kJ/mol
Max |F|   3.63 eV/Å
Spin multiplicity   7
LUMO (spin up / spin down)   -0.49 / 0.15 eV
Expectation value of S²   12.078
Frontier orbital gap (spin up / spin down)   6.821 / 7.440 eV